1.
{
  "formula": "C6H16NOPS",
  "method": "wB97M-V/def2-TZVPD",
  "total_charge": 0,
  "homo_lumo_gap_ev": 9.43,
  "lumo_ev": 0.59,
  "homo_ev": -8.84,
  "smiles": "CCS[P@@](=O)(CC)N(C)C",
  "e_above_lowest_kcal_mol": 39.2,
  "largest_force_ev_per_a": 7.0,
  "elements": ["C", "C", "C", "C", "C", "C", "N", "O", "P", "S", "H", "H", "H", "H", "H", "H", "H", "H", "H", "H", "H", "H", "H", "H", "H", "H"],
  "xyz": [[-0.8267, -1.6656, 2.1697], [-1.8489, 3.2068, -0.0844], [2.6355, -0.5573, -0.6794], [0.8788, -2.1720, -1.4079], [-1.1249, -0.8668, 0.8816], [-0.5019, 2.7222, -0.7211], [1.2606, -1.1576, -0.4968], [1.0980, 1.3297, 1.3599], [0.2663, 0.0009, 0.1233], [-0.6528, 1.0926, -1.4370], [0.0996, -2.3327, 1.9266], [-0.5413, -1.0319, 3.0298], [-1.5305, -2.3695, 2.3960], [-2.3671, 3.5942, -0.8525], [-2.1802, 2.2836, 0.2707], [-1.6574, 3.9771, 0.6579], [2.7948, 0.4779, -0.4925], [3.2983, -1.1894, 0.0241], [3.1338, -0.7181, -1.7068], [1.4508, -3.1982, -1.2954], [-0.1416, -2.4364, -1.1865], [1.2284, -1.7563, -2.3996], [-1.9272, -0.2158, 1.2177], [-1.7008, -1.3639, 0.2107], [0.1115, 2.8048, 0.2215], [-0.2935, 3.4829, -1.3980]]
}



2.
{
  "formula": "C2H6N2O4",
  "method": "wB97M-V/def2-TZVPD",
  "total_charge": 0,
  "homo_lumo_gap_ev": 10.86,
  "lumo_ev": -0.07,
  "homo_ev": -10.93,
  "smiles": "C[N+](=O)[O-].C[N+](=O)[O-]",
  "e_above_lowest_kcal_mol": 162.1,
  "largest_force_ev_per_a": 0.5,
  "elements": ["C", "N", "O", "O", "H", "H", "H", "C", "N", "O", "O", "H", "H", "H"],
  "xyz": [[-1.1834, -1.1370, 1.6191], [-0.6131, -1.9758, 2.7000], [0.4628, -2.4890, 2.4732], [-1.2460, -2.0850, 3.7340], [-0.5234, -0.2834, 1.4935], [-2.2023, -0.8589, 1.8488], [-1.1320, -1.7171, 0.7007], [1.0142, 1.5596, -2.7228], [0.8093, 1.4226, -1.2588], [1.3218, 2.2664, -0.5590], [0.1261, 0.5016, -0.8584], [2.0761, 1.5728, -2.9405], [0.5481, 2.4997, -3.0044], [0.5418, 0.7234, -3.2253]]
}



3.
{
  "formula": "C29H20AsClIrN4O14S2",
  "method": "wB97M-V/def2-TZVPD",
  "spin_multiplicity": 2,
  "total_charge": -2,
  "homo_lumo_gap_ev": [7.30, 7.31],
  "s2": 0.760,
  "lumo_ev": [3.85, 3.85],
  "homo_ev": [-3.45, -3.46],
  "e_above_lowest_kcal_mol": 7.4,
  "largest_force_ev_per_a": 2.5,
  "elements": ["Ir", "C", "C", "C", "C", "C", "C", "N", "N", "C", "C", "C", "C", "C", "C", "H", "H", "H", "H", "H", "H", "H", "H", "H", "O", "As", "O", "O", "C", "C", "C", "C", "C", "C", "S", "O", "O", "O", "H", "H", "H", "H", "H", "O", "C", "O", "C", "C", "Cl", "N", "N", "C", "C", "O", "O", "C", "C", "C", "C", "C", "C", "H", "H", "H", "H", "H", "H", "O", "S", "O", "O", "O"],
  "xyz": [[-0.0873, -0.7237, 0.0344], [3.5953, 1.1939, 3.9951], [2.4113, 0.4749, 3.9748], [1.7899, 0.1647, 2.7721], [2.3653, 0.5905, 1.5865], [3.5590, 1.3109, 1.5925], [4.1694, 1.6075, 2.7989], [1.7021, 0.2790, 0.3437], [2.2632, 0.7864, -0.6633], [1.6375, 0.4819, -1.8591], [2.2108, 0.9036, -3.0630], [1.6212, 0.5078, -4.2422], [0.4903, -0.3230, -4.1997], [-0.0710, -0.7283, -3.0050], [0.4762, -0.2940, -1.7896], [4.0737, 1.4319, 4.9380], [1.9525, 0.1479, 4.8993], [0.8684, -0.4023, 2.7512], [3.9917, 1.6282, 0.6560], [5.0997, 2.1633, 2.8044], [3.1051, 1.5146, -3.0423], [2.0368, 0.8128, -5.1946], [0.0466, -0.6553, -5.1320], [-0.9386, -1.3763, -2.9957], [-1.9900, -1.3832, 4.3334], [-2.0513, -1.7428, 2.6248], [-2.9559, -3.0542, 2.3622], [-0.4944, -1.5106, 2.0656], [0.0869, -4.3941, 1.8514], [-0.3196, -5.3181, 2.7786], [0.3071, -6.5611, 2.7334], [1.2801, -6.8239, 1.7706], [1.6403, -5.8561, 0.8456], [1.0332, -4.5992, 0.8942], [1.5403, -3.3443, -0.2622], [1.8827, -4.0400, -1.4775], [2.5690, -2.5593, 0.3590], [0.2431, -2.5693, -0.4803], [-1.8049, -0.4248, 4.3917], [-1.1018, -5.0919, 3.4918], [0.0241, -7.3321, 3.4417], [1.7522, -7.7985, 1.7338], [2.3756, -6.0544, 0.0757], [-5.8658, 0.4242, -1.9437], [-5.3202, 1.5988, -2.1685], [-5.9668, 2.5326, -2.5976], [-3.8611, 1.7337, -1.8971], [-3.1516, 2.9019, -2.0868], [-3.6566, 4.4603, -2.5595], [-1.8503, 2.6531, -1.8121], [-1.6808, 1.3911, -1.4147], [-2.8591, 0.8166, -1.4462], [-2.9767, -0.6295, -1.0335], [-4.0777, -1.1727, -1.2174], [-1.9942, -1.2751, -0.5470], [-0.7179, 3.5171, -1.8014], [-0.3641, 4.2171, -2.9449], [0.7771, 5.0041, -2.9268], [1.5608, 5.0696, -1.7820], [1.2016, 4.3494, -0.6513], [0.0541, 3.5703, -0.6513], [-5.1603, -0.2579, -1.6417], [-0.9703, 4.1310, -3.8364], [1.0642, 5.5512, -3.8163], [2.4603, 5.6733, -1.7767], [1.8196, 4.3796, 0.2372], [-0.2367, 2.9749, 0.2066], [-2.8776, -0.2365, 2.0157], [-2.0992, 1.1495, 2.1347], [-1.7767, 1.3080, 3.5453], [-0.8618, 1.0019, 1.3391], [-2.9975, 2.1231, 1.5804]]
}